Record 1
20
Properties=species:S:1:pos:R:3:forces:R:3:mulliken_charge:R:1 method="wB97M-V/def2-TZVPD" lumo_energy_ha=-0.125 homo_ev=-12.31 charge=+1 spin_multiplicity=1 max_force_ev_per_a=2.87 molar_mass_g_mol=121.23 smiles=NC[C@@H]([NH3+])CCS total_energy_ha=-667.625801 e_above_lowest_kj_mol=141.8
N 1.2143 -0.2347 -1.6070 -0.897 -0.928 1.579 -0.432
C 1.2869 0.7223 -0.5037 -1.412 0.044 -1.643 -0.832
C -0.1313 0.9393 0.0929 0.607 0.997 0.403 0.149
N -0.9400 1.4703 -1.0879 -0.380 -1.747 0.574 -0.323
C -0.9176 -0.2005 0.7526 -0.087 -1.530 -2.424 -0.634
C 0.0165 -1.3155 1.2655 0.825 0.783 2.599 -1.034
S -0.4196 -1.9825 2.9398 0.076 0.297 -0.645 -0.154
H 1.3926 -1.1825 -1.3104 0.110 -0.021 -0.587 0.164
H 1.4900 0.0000 -2.5381 0.658 0.138 0.047 0.196
H 1.9684 0.5263 0.3146 0.498 -0.011 -0.313 0.385
H 1.4926 1.6243 -1.0834 0.595 0.580 0.998 0.474
H -0.0751 1.7240 0.8562 0.114 0.242 -0.428 0.275
H -0.8579 0.6898 -1.7636 0.156 0.147 -0.082 0.387
H -1.9122 1.4716 -0.7790 -0.120 0.745 -0.421 0.339
H -0.6020 2.3092 -1.5518 -0.208 0.354 0.360 0.329
H -1.7240 0.1926 1.3692 0.636 -0.113 0.903 0.499
H -1.5243 -0.7001 -0.0223 0.157 0.078 -0.206 0.412
H 0.3503 -2.1527 0.6648 -0.891 0.013 -0.732 0.455
H 0.9883 -0.8826 1.5194 -0.091 0.311 0.002 0.190
H -1.0957 -3.0185 2.4720 -0.344 -0.381 0.017 0.154

=====

Record 2
93
Properties=species:S:1:pos:R:3:forces:R:3:mulliken_charge:R:1 method="wB97M-V/def2-TZVPD" lumo_energy_ha=-0.124 homo_ev=-10.41 charge=+1 spin_multiplicity=1 max_force_ev_per_a=2.28 molar_mass_g_mol=1044.34 total_energy_ha=-5478.248525 e_above_lowest_kj_mol=64.0
Hf 0.3510 -1.2432 0.8972 0.152 -0.384 1.154 2.367
N 1.8096 -1.1434 4.8129 -0.047 0.049 0.035 -0.402
C 1.9036 -1.1050 3.4738 0.527 0.089 -0.298 0.622
S 1.6966 -2.6085 2.5978 0.174 0.036 -0.067 -0.667
N 2.1986 0.0229 2.8996 0.297 0.628 0.725 -1.084
N 2.1560 -0.0179 1.5353 0.108 -0.276 -0.127 1.391
C 3.1020 0.5317 0.8518 -0.208 -0.183 0.229 0.310
C 4.2084 1.2958 1.4528 0.168 0.093 0.118 -0.021
C 3.9488 2.3061 2.3796 -0.063 0.040 -0.141 -0.466
C 4.9947 2.9805 2.9841 -0.022 0.034 0.017 -0.746
C 6.3083 2.6413 2.6898 -0.010 -0.025 -0.021 -0.476
C 6.5736 1.6403 1.7669 0.082 0.012 0.013 -0.904
C 5.5315 0.9749 1.1437 -0.147 -0.049 -0.005 -0.134
C 3.0906 0.1867 -0.5818 0.146 -0.064 -0.274 0.569
C 3.8698 0.8486 -1.5220 0.048 -0.102 0.019 -0.526
C 3.8694 0.3922 -2.8302 0.005 -0.008 0.035 -0.805
C 3.1067 -0.7181 -3.1518 0.068 0.060 0.028 -0.998
C 2.3414 -1.3060 -2.1569 -0.167 -0.161 -0.088 -0.451
N 2.3130 -0.8588 -0.9063 -0.140 0.074 0.361 -0.019
H 1.8247 -2.0316 5.2785 -0.040 0.000 0.045 0.243
H 2.0159 -0.3063 5.3331 0.028 -0.020 -0.008 0.245
H 2.9256 2.5643 2.6151 -0.015 -0.045 0.057 0.532
H 4.7822 3.7658 3.6975 0.011 0.000 -0.006 0.427
H 7.1240 3.1526 3.1835 -0.001 0.017 -0.022 0.414
H 7.5953 1.3714 1.5339 -0.004 0.001 0.010 0.433
H 5.7458 0.1819 0.4382 0.007 -0.010 0.000 0.509
H 4.4570 1.7076 -1.2322 -0.004 -0.009 0.028 0.653
H 4.4619 0.8944 -3.5831 -0.007 -0.002 0.002 0.490
H 3.1039 -1.1215 -4.1545 -0.032 -0.043 0.019 0.492
H 1.7336 -2.1811 -2.3608 -0.010 0.030 0.018 0.642
S -0.8246 0.3517 2.4718 -0.242 0.260 -0.031 -0.478
C -1.1720 1.8898 1.6771 0.032 -0.062 -0.107 0.472
C -1.6580 2.9122 2.5003 -0.003 -0.044 -0.008 -0.687
C -2.0237 4.1352 1.9735 0.005 -0.022 0.014 -0.804
C -1.9010 4.3725 0.6092 -0.031 0.055 -0.029 -0.993
C -1.3985 3.3795 -0.2087 0.049 -0.110 -0.063 -0.827
C -1.0405 2.1284 0.3036 0.001 0.042 0.087 0.259
As -0.2434 0.7895 -0.8653 -0.970 1.893 -0.817 1.461
C -1.6278 0.4525 -2.2127 0.249 -0.385 0.011 0.502
C -1.4001 -0.6218 -3.0738 0.049 0.098 0.103 0.003
C -2.2975 -0.9186 -4.0875 0.002 -0.028 -0.025 -0.941
C -3.4391 -0.1443 -4.2462 0.043 -0.055 -0.011 -0.967
C -3.6727 0.9219 -3.3901 -0.054 0.024 -0.038 -0.699
C -2.7710 1.2225 -2.3775 0.143 0.124 0.148 -0.709
C 0.8319 2.0392 -1.9460 0.219 -0.285 0.125 0.742
C 1.6130 2.9939 -1.2974 -0.133 -0.035 0.111 -0.760
C 2.3355 3.9217 -2.0283 0.036 0.056 0.049 -0.844
C 2.3031 3.8937 -3.4159 0.018 -0.029 -0.016 -0.704
C 1.5522 2.9275 -4.0680 0.067 0.048 -0.012 -0.770
C 0.8192 2.0026 -3.3367 -0.077 -0.102 0.172 -0.513
H -1.7425 2.7181 3.5617 -0.032 0.045 0.004 0.558
H -2.4039 4.9084 2.6283 0.007 -0.001 0.000 0.428
H -2.1869 5.3277 0.1899 0.014 -0.001 -0.001 0.459
H -1.2691 3.5708 -1.2670 0.009 0.064 -0.001 0.565
H -0.5059 -1.2267 -2.9508 -0.033 -0.030 -0.056 0.314
H -2.1075 -1.7552 -4.7480 -0.010 0.009 -0.006 0.503
H -4.1362 -0.3747 -5.0409 -0.033 0.021 0.029 0.401
H -4.5589 1.5312 -3.5150 0.009 -0.001 0.007 0.453
H -2.9506 2.0657 -1.7227 -0.085 -0.020 -0.023 0.413
H 1.6392 3.0267 -0.2129 -0.018 0.056 0.002 0.589
H 2.9177 4.6764 -1.5148 0.005 -0.018 0.013 0.507
H 2.8573 4.6293 -3.9842 0.000 -0.013 -0.010 0.421
H 1.5260 2.9006 -5.1496 -0.018 -0.013 0.000 0.456
H 0.2277 1.2615 -3.8545 -0.050 -0.003 -0.072 0.441
C -3.9288 0.0094 0.7521 -0.064 0.072 -0.007 -1.364
C -3.3189 -1.1443 0.0473 0.132 0.259 0.148 -0.619
N -2.0443 -1.4892 0.0163 0.544 -0.503 -0.327 0.933
C -1.9741 -2.6372 -0.7515 -0.143 0.044 -0.064 -0.489
C -3.2240 -2.9676 -1.2022 0.234 -0.091 0.076 0.186
N -4.0454 -2.0158 -0.6791 -0.040 -0.019 -0.075 0.197
C -3.8284 -4.0190 -2.0747 -0.230 0.395 0.080 0.488
O -3.0250 -4.9183 -2.5790 0.145 -0.305 -0.208 -0.573
O -5.0145 -3.9685 -2.2860 0.081 -0.066 0.037 -0.607
C -0.6767 -3.3092 -0.9849 -0.703 -0.421 -0.512 1.247
O -0.5967 -4.3036 -1.6889 0.122 0.149 0.126 -0.898
O 0.3427 -2.7477 -0.4028 -0.284 -0.703 -0.661 -0.733
H -3.2120 0.4581 1.4329 -0.018 -0.052 -0.012 -0.032
H -4.8056 -0.3091 1.3181 -0.004 -0.003 -0.014 0.558
H -4.2437 0.7681 0.0337 -0.020 -0.006 -0.016 0.321
H -5.0401 -1.9961 -0.8606 -0.009 -0.015 0.008 0.329
H -2.0802 -4.7733 -2.3137 0.002 0.024 0.087 0.383
N -5.2261 -2.3685 4.7980 0.045 -0.033 -0.037 -0.501
C -4.3134 -2.8197 4.2660 -0.192 0.098 0.135 -0.195
C -3.1765 -3.3486 3.5761 0.252 -0.166 -0.153 -0.003
C -2.8755 -4.7077 3.5740 -0.043 0.136 0.013 -0.352
C -1.7717 -5.1222 2.8528 -0.005 -0.066 -0.012 -1.188
C -1.0114 -4.1803 2.1839 0.024 -0.006 -0.067 -0.287
N -1.2875 -2.8703 2.1882 0.155 -0.073 0.067 0.359
C -2.3557 -2.4722 2.8729 -0.109 0.015 0.025 -0.232
H -3.4922 -5.4075 4.1210 -0.005 -0.010 -0.016 0.540
H -1.4956 -6.1660 2.8108 0.013 0.013 -0.026 0.481
H -0.1413 -4.4877 1.6173 0.013 -0.008 0.024 0.580
H -2.5727 -1.4129 2.8750 0.038 0.026 -0.026 0.582

=====

Record 3
7
Properties=species:S:1:pos:R:3:forces:R:3:mulliken_charge:R:1 method="wB97M-V/def2-TZVPD" s2=6.062 lumo_energy_ha="-0.230 / -0.228" homo_ev="-14.88 / -15.51" charge=+1 spin_multiplicity=5 max_force_ev_per_a=3.94 molar_mass_g_mol=103.02 total_energy_ha=-1271.542840
O -0.7308 1.1342 -0.9020 0.940 0.546 0.223 -0.280
Cr 1.3678 0.4051 0.0108 -2.709 -0.497 0.461 1.341
O -0.6091 0.6967 0.4736 1.253 0.263 -0.469 -0.565
H -0.7037 -0.8679 0.4076 3.868 -0.208 -0.707 0.530
O 0.4524 -1.3555 0.1482 -2.347 0.671 0.431 -0.769
H 0.7092 -2.0980 0.6981 -0.131 -0.395 0.140 0.346
H -0.4856 2.0855 -0.8362 -0.873 -0.380 -0.080 0.397

=====

What did the third record say?
7
Properties=species:S:1:pos:R:3:forces:R:3:mulliken_charge:R:1 method="wB97M-V/def2-TZVPD" s2=6.062 lumo_energy_ha="-0.230 / -0.228" homo_ev="-14.88 / -15.51" charge=+1 spin_multiplicity=5 max_force_ev_per_a=3.94 molar_mass_g_mol=103.02 total_energy_ha=-1271.542840
O -0.7308 1.1342 -0.9020 0.940 0.546 0.223 -0.280
Cr 1.3678 0.4051 0.0108 -2.709 -0.497 0.461 1.341
O -0.6091 0.6967 0.4736 1.253 0.263 -0.469 -0.565
H -0.7037 -0.8679 0.4076 3.868 -0.208 -0.707 0.530
O 0.4524 -1.3555 0.1482 -2.347 0.671 0.431 -0.769
H 0.7092 -2.0980 0.6981 -0.131 -0.395 0.140 0.346
H -0.4856 2.0855 -0.8362 -0.873 -0.380 -0.080 0.397